1.
Formula: C2H3ClN4O
Source: the Open Molecules 2025 dataset
Level of theory: ωB97M-V/def2-TZVPD

The geometry in XYZ format:
```
11
Properties=species:S:1:pos:R:3:nbo_charge:R:1
C 1.78465 -0.02484 -0.07605 0.358
C -0.27887 0.71612 -0.08381 0.632
H -2.32810 -0.29783 -0.36029 0.400
H -1.25666 -2.21508 1.22072 0.263
H -0.74434 2.48654 -0.14905 0.386
N -1.24710 -1.49590 -0.21940 -0.531
N -0.20550 -0.61934 -0.01402 -0.178
N 1.03743 -1.11072 -0.19338 -0.265
N -1.22575 1.50464 -0.05297 -0.753
O 1.04673 1.09282 -0.00490 -0.449
Cl 3.41751 -0.03640 -0.06685 0.137
```

ΔE to the lowest compared entry with this formula, charge and spin, kJ/mol: 546.1

***

2.
Formula: C29H73F4N3O12P2
Source: the Open Molecules 2025 dataset
Level of theory: ωB97M-V/def2-TZVPD

The geometry in XYZ format:
```
123
Properties=species:S:1:pos:R:3:mulliken_charge:R:1
C -4.76608 -2.62414 -2.68291 -1.414
C -3.68409 -1.76145 -3.35628 -0.245
C -2.33667 -1.96713 -2.61443 0.371
F -1.63827 -2.92229 -3.35702 -0.433
C -1.50024 -0.69038 -2.52735 -0.017
C -1.04977 -0.38455 -3.96227 -0.851
C -0.30488 0.95002 -4.05216 0.260
C 0.31420 1.16818 -5.43240 -0.999
N 1.28635 0.13228 -5.79669 -0.711
O -0.31080 -0.77672 -1.78499 0.503
C -0.40232 -0.96408 -0.38774 0.921
C -0.48917 -2.47073 0.05703 -1.749
O -0.15174 -3.40431 -0.97038 -0.363
C 1.14101 -3.62878 -1.17615 0.878
F 1.85910 -3.74745 -0.07298 -0.268
F 1.23527 -4.78525 -1.82448 -0.301
F 1.71387 -2.74005 -1.95479 -0.201
C 0.99137 -0.46794 0.16776 -0.871
C 1.02483 -0.25681 1.69418 -0.986
C 2.42190 -0.60004 2.31370 -1.328
N 2.23026 -1.47725 3.46958 0.405
C 1.87667 -0.74335 4.68981 -0.734
C 3.00082 0.13260 5.30154 -0.789
C 3.28827 -2.39993 3.66379 0.400
C 4.70592 -2.14754 3.15473 -1.023
O 3.05956 -3.42197 4.21586 -0.612
O 1.27384 0.73191 -0.54802 -0.377
C 2.59803 1.16057 -0.37526 -0.535
P 2.87492 2.42326 -1.73609 0.354
N 2.92410 3.97203 -0.95689 -0.714
O 4.41976 2.21776 -2.34468 -0.558
P -1.70200 0.01868 0.54126 -0.449
C -3.41754 -0.63454 0.33567 0.570
C -4.36302 0.10663 1.33019 -1.300
C -1.62613 1.82353 0.13168 -0.280
C -1.39584 2.62333 1.44410 -1.275
H -5.58053 -2.84776 -3.37395 0.435
H -4.37449 -3.58628 -2.35647 0.327
H -5.17640 -2.07196 -1.83634 0.291
H -3.90877 -0.69666 -3.35753 -0.096
H -3.53258 -2.13460 -4.36587 0.631
H -2.58077 -2.43297 -1.65918 0.161
H -2.14437 0.16186 -2.26927 0.136
H -0.38085 -1.15763 -4.33486 0.146
H -1.91417 -0.30534 -4.61948 0.512
H -0.93232 1.80115 -3.77499 0.179
H 0.53931 0.88842 -3.35766 -0.373
H -0.43698 1.27039 -6.21901 0.367
H 0.86370 2.11617 -5.42823 0.392
H 0.85145 -0.58053 -6.36724 0.312
H 1.71149 -0.27166 -4.97259 0.288
H -1.54004 -2.65216 0.27190 0.386
H 0.02814 -2.62801 1.00214 0.643
H 1.79195 -1.17522 -0.07994 1.071
H 0.31242 -0.86537 2.23681 0.658
H 0.88115 0.80879 1.87274 0.384
H 3.04576 -1.07410 1.55648 0.548
H 2.94244 0.33515 2.56470 0.283
H 1.01678 -0.10342 4.48518 0.267
H 1.54709 -1.48532 5.41687 0.596
H 2.84951 0.12876 6.37946 0.307
H 4.00177 -0.25033 5.10591 0.206
H 2.89839 1.13911 4.90981 0.211
H 5.35694 -2.75914 3.76532 0.410
H 4.77796 -2.47200 2.11693 0.324
H 4.93676 -1.09359 3.24879 0.332
H 3.34122 0.35087 -0.36906 0.412
H 2.68394 1.71304 0.57442 0.118
H 3.89159 4.30057 -1.01830 0.277
H 2.40512 4.59706 -1.56506 0.321
H 4.64345 1.27522 -2.33164 0.327
H -3.82954 -0.50971 -0.67100 -0.358
H -3.50782 -1.69871 0.55031 0.520
H -3.87764 0.98018 1.76575 0.234
H -5.29557 0.35892 0.83179 0.398
H -4.58807 -0.55571 2.16494 0.334
H -0.86220 2.07772 -0.60072 0.259
H -2.57234 2.19172 -0.27530 0.519
H -1.19557 1.96294 2.28837 0.319
H -0.52963 3.28236 1.36952 0.350
H -2.26222 3.21917 1.72019 0.209
C -3.23643 6.21340 1.81562 -0.330
O -3.24266 5.25747 0.75798 -0.440
H -3.11430 5.68103 2.75632 -0.043
H -2.40495 6.91103 1.68985 0.287
H -4.18084 6.76419 1.83358 0.281
H -3.34877 5.73844 -0.06904 0.272
C 8.07718 0.22845 2.85959 -0.619
O 7.21457 -0.80978 3.31805 -0.439
H 7.56685 1.17838 2.99860 0.231
H 9.00688 0.23462 3.43370 0.262
H 8.30356 0.09546 1.79876 0.275
H 7.67745 -1.64464 3.18966 0.270
C -4.00906 4.27157 5.41534 -0.560
O -2.68943 4.77092 5.22130 -0.472
H -4.60883 4.55303 4.55284 0.218
H -3.99583 3.18211 5.50109 0.261
H -4.45268 4.70414 6.31587 0.293
H -2.16744 4.51577 5.98887 0.270
C -0.29979 -7.73413 -0.80310 -0.265
O -1.15996 -8.69919 -1.40476 -0.533
H -0.52541 -7.69225 0.25968 0.255
H 0.74545 -8.02453 -0.93629 0.267
H -0.46728 -6.74999 -1.24556 -0.007
H -0.95060 -8.72621 -2.34372 0.293
C -4.52975 2.12150 -4.21462 -0.535
O -3.69699 1.27019 -4.99542 -0.352
H -4.29271 1.95778 -3.16489 0.131
H -4.34448 3.16942 -4.46319 0.285
H -5.58368 1.88586 -4.38444 0.285
H -3.91295 1.42237 -5.92147 0.252
C 2.61646 4.17105 6.41004 -0.600
O 1.77237 3.03217 6.26966 -0.452
H 2.75200 4.61492 5.42703 0.226
H 2.15777 4.90738 7.07475 0.289
H 3.59115 3.87637 6.80777 0.268
H 1.66044 2.64772 7.14525 0.271
C -0.67725 -3.79102 -6.49123 -0.293
O -0.32581 -2.51203 -7.02268 -0.461
H -1.03012 -3.65045 -5.47382 -0.047
H -1.47255 -4.24071 -7.09166 0.272
H 0.19632 -4.44774 -6.48328 0.304
H -0.01481 -2.64954 -7.92359 0.275
```

SMILES string: CC[C@@H](F)[C@H](CCCN)O[C@@](COC(F)(F)F)([C@H](CCN(CC)C(C)=O)OCP(N)O)P(CC)CC.CO.CO.CO.CO.CO.CO.CO

***

3.
Formula: C4H15N2O2
Source: the Open Molecules 2025 dataset
Level of theory: ωB97M-V/def2-TZVPD

The geometry in XYZ format:
```
23
Properties=species:S:1:pos:R:3:nbo_charge:R:1
N -0.69932 0.17462 0.64242 -0.703
C 0.27730 -0.96118 0.69550 -0.082
C -0.15439 -2.00082 -0.31916 -0.088
O -1.56477 -1.94064 -0.47323 -0.742
C 1.71276 -0.46851 0.33916 -0.233
N 1.71284 0.89891 -0.11539 -0.661
C 1.28313 1.17444 -1.47736 -0.431
H -1.43781 0.30356 1.33749 0.474
H -1.18879 0.09599 -0.25556 0.448
H -0.11558 1.01126 0.52001 0.453
H 0.22165 -1.30668 1.72067 0.232
H 0.19260 -3.01618 -0.10732 0.214
H 0.32330 -1.77246 -1.28035 0.169
H -1.87473 -2.70422 -0.97322 0.504
H 2.25795 -0.43871 1.28661 0.228
H 2.19191 -1.23536 -0.24949 0.202
H 2.53915 1.42320 0.12283 0.402
H 0.57502 0.40472 -1.78586 0.181
H 2.07198 1.14555 -2.23122 0.213
H 0.84454 2.16436 -1.50350 0.211
H -3.66797 2.32670 0.91211 0.489
H -2.50790 2.75992 1.69262 0.476
O -2.99287 1.96154 1.50221 -0.958
```

ΔE to the lowest compared entry with this formula, charge and spin, kJ/mol: 134.4
Charge: +1

***

4.
Formula: CH2LuO3
Source: the Open Molecules 2025 dataset
Level of theory: ωB97M-V/def2-TZVPD

The geometry in XYZ format:
```
7
Properties=species:S:1:pos:R:3:nbo_charge:R:1
H -0.48751 1.66721 -0.26279 0.678
O 0.01238 -1.10952 -0.24124 -0.740
C -0.55558 -0.01673 0.27265 0.933
O -1.62583 0.47023 -0.07072 -0.319
O 0.37327 0.93171 0.11239 -0.935
Lu 2.39957 -0.03685 -0.10706 2.799
H -0.11630 -1.90605 0.29677 0.584
```

ΔE to the lowest compared entry with this formula, charge and spin, kJ/mol: 152.3
Charge: +3

***

LUMO / eV: -0.45 0.37 -2.79 -18.42
Calculated total energy / eV: -22645.3741 -89740.1031 -11459.8651 -40791.0494
HOMO / eV: -8.354 -7.556 -13.426 -25.939